C4H8O in the gas phase, computed with ωB97M-V/def2-TZVPD.

HOMO level: -9.47 eV
Total charge: 0
Lowest unoccupied orbital energy: 0.95 eV
Structure (SMILES): CCCC=O

The geometry in XYZ format:
```
13
C4H8O | the OMol25 dataset | ωB97M-V/def2-TZVPD
O -1.916 1.970 -0.913
C 1.498 -0.108 0.536
C 0.204 -0.853 0.201
C -0.602 -0.150 -0.659
C -1.540 1.048 -0.223
H -0.245 -1.069 1.207
H -1.578 -0.721 -0.808
H 0.406 -1.843 -0.411
H -0.202 0.165 -1.568
H 1.365 0.977 0.892
H 2.147 -0.404 1.356
H -1.712 0.977 0.817
H 2.175 0.013 -0.428
```



A molecular structure, C4H8O, computed with ωB97M-V/def2-TZVPD.

HOMO level: -7.75 eV
Total charge: 0
Lowest unoccupied orbital energy: 0.72 eV

The geometry in XYZ format:
```
13
C4H8O | the OMol25 dataset | ωB97M-V/def2-TZVPD
O 1.040 -0.799 1.687
C -0.476 -0.523 -0.552
C -0.127 -0.409 1.846
C 0.854 0.664 -1.219
C -1.014 -0.160 0.773
H 0.840 0.292 -2.241
H -2.008 0.255 0.870
H -1.171 -0.490 -1.386
H 0.654 1.742 -1.218
H -0.518 -0.229 2.867
H 0.224 -1.357 -0.525
H 1.772 0.418 -0.688
H -0.071 0.594 -0.213
```



2 unconnected molecules or ions with the total composition C4H8O, computed with ωB97M-V/def2-TZVPD.

HOMO level: -8.93 eV
Total charge: 0
Lowest unoccupied orbital energy: 0.84 eV
Structure (SMILES): C=CO.C=C

The geometry in XYZ format:
```
13
C4H8O | the OMol25 dataset | ωB97M-V/def2-TZVPD
O -0.272 0.114 2.007
C 1.018 -1.190 -0.726
C -1.039 0.949 1.226
C -0.444 1.748 0.348
C 0.624 -1.530 -1.949
H -0.631 0.089 2.897
H 0.638 -0.845 -2.786
H 1.757 -0.411 -0.606
H -0.799 2.728 0.071
H 0.049 -2.437 -2.092
H -2.100 0.987 1.414
H 0.631 -1.696 0.140
H 0.567 1.493 0.057
```



C4H8O in the gas phase, computed with ωB97M-V/def2-TZVPD.

HOMO level: -9.60 eV
Total charge: 0
Lowest unoccupied orbital energy: 1.12 eV
Structure (SMILES): C1CCOC1

The geometry in XYZ format:
```
13
C4H8O | the OMol25 dataset | ωB97M-V/def2-TZVPD
O 0.062 -1.215 -0.119
C -1.174 -0.448 -0.054
C 1.124 -0.387 0.207
C -0.728 0.985 0.220
C 0.725 0.955 -0.263
H -1.374 1.684 -0.365
H 2.034 -0.733 -0.314
H -1.793 -0.864 0.774
H -1.663 -0.526 -1.083
H 0.623 0.933 -1.365
H 1.355 1.774 0.061
H 1.364 -0.382 1.315
H -0.719 1.209 1.272
```



A molecular structure, C4H8O, computed with ωB97M-V/def2-TZVPD.

HOMO level: -7.88 eV
Total charge: 0
Lowest unoccupied orbital energy: 0.77 eV

The geometry in XYZ format:
```
13
C4H8O | the OMol25 dataset | ωB97M-V/def2-TZVPD
O 1.002 -0.327 0.920
C -1.363 0.341 0.785
C -0.223 -0.384 0.110
C 1.769 -0.367 -0.830
C 0.380 0.210 -1.149
H 2.460 0.482 -0.673
H 0.270 1.307 -1.160
H -0.062 -0.198 -2.063
H -1.676 -0.169 1.702
H -0.464 -1.439 -0.053
H -2.222 0.380 0.106
H 1.205 -1.203 1.275
H -1.076 1.368 1.030
```



C4H8O in the gas phase, computed with ωB97M-V/def2-TZVPD.

HOMO level: -10.12 eV
Total charge: 0
Lowest unoccupied orbital energy: 1.01 eV
Structure (SMILES): CC1(C)CO1

The geometry in XYZ format:
```
13
C4H8O | the OMol25 dataset | ωB97M-V/def2-TZVPD
O 1.591 -0.239 0.190
C -0.653 -0.851 0.981
C 0.954 -0.683 -0.975
C -0.305 1.419 -0.165
C 0.165 -0.019 0.032
H 0.880 -1.748 -1.080
H -0.620 -0.456 1.990
H -1.700 -0.770 0.590
H 0.254 1.956 -0.973
H -1.412 1.403 -0.408
H 1.244 -0.158 -1.888
H -0.104 2.041 0.759
H -0.292 -1.893 0.948
```



2 unconnected molecules or ions with the total composition C4H8O, computed with ωB97M-V/def2-TZVPD.

HOMO level: -8.75 eV
Total charge: 0
Lowest unoccupied orbital energy: 0.71 eV
Structure (SMILES): OC1=CC1.C

The geometry in XYZ format:
```
13
C4H8O | the OMol25 dataset | ωB97M-V/def2-TZVPD
O -0.787 0.194 -1.449
C -1.376 -0.497 1.222
C 1.650 -0.390 -0.687
C 0.362 0.296 -0.790
C 1.225 0.983 -0.121
H -1.305 -0.816 2.256
H -2.219 0.169 1.026
H 1.546 1.972 0.158
H -1.422 -1.353 0.542
H -0.477 0.035 0.996
H 2.167 -0.381 -1.648
H 1.863 -1.264 -0.050
H -1.227 1.054 -1.454
```



C4H8O in the gas phase, computed with ωB97M-V/def2-TZVPD.

HOMO level: -9.94 eV
Total charge: 0
Lowest unoccupied orbital energy: 1.14 eV
Structure (SMILES): CC[C@H]1CO1

The geometry in XYZ format:
```
13
C4H8O | the OMol25 dataset | ωB97M-V/def2-TZVPD
O -1.994 0.763 -0.057
C 1.621 -0.431 -0.292
C -0.867 -0.100 -0.215
C -1.431 -0.125 1.111
C 0.462 0.541 -0.521
H 0.578 1.429 0.113
H 0.458 0.891 -1.563
H -1.121 -0.962 -0.834
H 1.519 -1.327 -0.918
H 1.655 -0.758 0.754
H -2.135 -0.886 1.416
H 2.582 0.035 -0.532
H -1.327 0.930 1.537
```



C4H8O in the gas phase, computed with ωB97M-V/def2-TZVPD.

HOMO level (spin up / spin down): -8.51 / -8.51 eV
Total charge: 0
Lowest unoccupied orbital energy (spin up / spin down): -0.38 / -0.38 eV

The geometry in XYZ format:
```
13
C4H8O | the OMol25 dataset | ωB97M-V/def2-TZVPD
O 0.349 -1.091 1.421
C 0.323 -0.925 0.182
C -1.673 0.546 0.370
C 1.628 0.300 -0.298
C -0.610 -0.060 -0.469
H 1.849 0.446 -1.354
H -2.345 -0.287 0.654
H -0.754 -0.121 -1.549
H 0.689 -1.672 -0.558
H 2.408 -0.329 0.152
H -2.278 1.308 -0.122
H 1.568 1.219 0.280
H -1.254 0.880 1.322
```



A molecular structure, C4H8O, computed with ωB97M-V/def2-TZVPD.

HOMO level: -8.08 eV
Total charge: 0
Lowest unoccupied orbital energy: 0.74 eV

The geometry in XYZ format:
```
13
C4H8O | the OMol25 dataset | ωB97M-V/def2-TZVPD
O 1.254 0.177 -1.233
C -0.193 0.248 -1.275
C -0.276 -0.264 0.180
C 1.216 -0.463 -0.029
C -0.699 0.766 1.221
H 1.947 -1.242 0.268
H -0.833 -1.191 0.304
H -0.152 1.708 1.100
H -0.580 -0.442 -2.035
H -0.516 0.393 2.235
H -0.535 1.270 -1.472
H 1.313 -2.107 -0.285
H -1.772 0.978 1.129
```



A molecular structure, C4H8O, computed with ωB97M-V/def2-TZVPD.

HOMO level: -7.26 eV
Total charge: 0
Lowest unoccupied orbital energy: -1.63 eV

The geometry in XYZ format:
```
13
C4H8O | the OMol25 dataset | ωB97M-V/def2-TZVPD
O 2.163 0.145 -1.421
C -0.127 0.791 0.099
C -1.189 0.521 1.080
C 0.067 -0.677 -0.368
C -1.467 -0.750 1.219
H 1.092 -0.894 -0.684
H -0.540 -0.847 -1.272
H 0.730 1.308 0.537
H -1.765 1.296 1.625
H -0.591 1.373 -0.700
H 2.884 0.354 -2.027
H -2.407 -1.280 1.080
H -0.451 -1.264 0.547
```



C4H8O in the gas phase, computed with ωB97M-V/def2-TZVPD.

HOMO level: -9.83 eV
Total charge: 0
Lowest unoccupied orbital energy: 1.04 eV
Structure (SMILES): CCCC=O

The geometry in XYZ format:
```
13
C4H8O | the OMol25 dataset | ωB97M-V/def2-TZVPD
O -2.042 -0.436 -1.657
C 1.345 1.006 0.641
C -0.200 -0.832 -0.178
C -1.529 -1.149 -0.829
C -0.065 0.651 0.179
H -0.053 -1.467 0.703
H 0.581 -1.112 -0.901
H 1.626 0.426 1.528
H 1.426 2.067 0.896
H -2.032 -2.089 -0.516
H 2.079 0.790 -0.143
H -0.785 0.895 0.970
H -0.351 1.248 -0.693
```



C4H8O in the gas phase, computed with ωB97M-V/def2-TZVPD.

HOMO level: -10.18 eV
Total charge: 0
Lowest unoccupied orbital energy: 1.14 eV
Structure (SMILES): C[C@@H]1O[C@@H]1C

The geometry in XYZ format:
```
13
C4H8O | the OMol25 dataset | ωB97M-V/def2-TZVPD
O 0.012 -1.497 -0.729
C -0.655 -0.791 0.287
C 1.452 0.506 -0.512
C -1.542 0.435 0.187
C 0.794 -0.678 0.152
H 0.818 0.923 -1.301
H -1.057 -1.437 1.070
H -1.206 1.258 -0.454
H 2.398 0.199 -0.971
H 1.413 -1.198 0.886
H -2.589 0.213 -0.061
H -1.497 0.784 1.215
H 1.660 1.283 0.231
```



C4H8O in the gas phase, computed with ωB97M-V/def2-TZVPD.

HOMO level: -8.45 eV
Total charge: 0
Lowest unoccupied orbital energy: 1.04 eV
Structure (SMILES): CCCC=O

The geometry in XYZ format:
```
13
C4H8O | the OMol25 dataset | ωB97M-V/def2-TZVPD
O 2.067 0.193 -1.757
C 0.758 0.047 0.516
C 2.239 0.000 -0.632
C -0.438 -0.209 -0.375
C -1.780 0.096 0.287
H 0.786 1.075 0.906
H 0.822 -0.651 1.365
H -0.346 0.402 -1.285
H -0.435 -1.255 -0.712
H -2.617 -0.092 -0.397
H -1.934 -0.524 1.179
H -1.826 1.146 0.602
H 2.705 -0.229 0.302
```



A molecular structure, C4H8O, computed with ωB97M-V/def2-TZVPD.

HOMO level: -7.68 eV
Total charge: 0
Lowest unoccupied orbital energy: 0.79 eV

The geometry in XYZ format:
```
13
C4H8O | the OMol25 dataset | ωB97M-V/def2-TZVPD
O -0.532 0.998 0.746
C -1.794 -0.335 0.689
C -0.006 0.212 -0.403
C -0.594 -1.094 0.098
C 1.487 0.413 -0.514
H -1.862 -0.523 1.771
H -0.992 1.791 0.441
H 1.962 0.219 0.452
H 0.108 -1.590 0.789
H -0.881 -1.799 -0.687
H -0.534 0.531 -1.308
H 1.920 -0.263 -1.259
H 1.716 1.441 -0.814
```



C4H8O in the gas phase, computed with ωB97M-V/def2-TZVPD.

HOMO level: -8.76 eV
Total charge: 0
Lowest unoccupied orbital energy: 0.88 eV
Structure (SMILES): C=C(O)CC

The geometry in XYZ format:
```
13
C4H8O | the OMol25 dataset | ωB97M-V/def2-TZVPD
O 1.717 0.809 0.149
C -0.317 1.966 0.157
C -0.312 -1.541 0.411
C 0.356 0.839 -0.082
C -0.282 -0.415 -0.616
H 2.054 -0.072 -0.087
H 0.427 -2.308 0.158
H -1.295 -2.024 0.414
H -1.385 2.042 -0.015
H 0.256 -0.745 -1.513
H -0.105 -1.193 1.428
H 0.194 2.845 0.537
H -1.309 -0.203 -0.940
```



A molecular structure, C4H8O, computed with ωB97M-V/def2-TZVPD.

HOMO level (spin up / spin down): -7.21 / -7.21 eV
Total charge: 0
Lowest unoccupied orbital energy (spin up / spin down): -0.01 / -0.01 eV

The geometry in XYZ format:
```
13
C4H8O | the OMol25 dataset | ωB97M-V/def2-TZVPD
O 0.319 0.948 -0.727
C 0.302 -0.289 -1.419
C 1.218 -0.691 -0.366
C -0.599 -0.121 1.394
C -0.868 0.952 0.539
H 0.702 -0.193 -2.431
H -0.621 1.962 0.862
H -1.214 -1.016 1.361
H -0.669 -0.791 -1.415
H 1.007 -1.439 0.383
H -1.771 0.917 -0.071
H 2.219 -0.279 -0.409
H -0.024 0.040 2.300
```



C4H8O2 in the gas phase, computed with ωB97M-V/def2-TZVPD.

HOMO level: -10.45 eV
Total charge: 0
Lowest unoccupied orbital energy: 0.95 eV
Structure (SMILES): CCC(=O)OC

The geometry in XYZ format:
```
14
C4H8O2 | the OMol25 dataset | ωB97M-V/def2-TZVPD
O -0.677 0.633 0.992
O -0.437 -1.422 0.119
C -0.195 -0.100 0.160
C 1.229 1.763 -0.733
C 0.737 0.336 -0.946
C -1.328 -1.889 1.133
H -1.352 -2.974 1.036
H 2.080 1.985 -1.382
H 0.437 2.488 -0.940
H 1.535 1.910 0.306
H 1.564 -0.381 -1.001
H -2.326 -1.467 0.985
H 0.194 0.239 -1.895
H -0.968 -1.596 2.122
```



C4H8O2 in the gas phase, computed with ωB97M-V/def2-TZVPD.

HOMO level: -10.31 eV
Total charge: 0
Lowest unoccupied orbital energy: 0.98 eV
Structure (SMILES): CCOC(C)=O

The geometry in XYZ format:
```
14
C4H8O2 | the OMol25 dataset | ωB97M-V/def2-TZVPD
O 0.065 0.247 0.695
O 1.059 1.850 -0.530
C -2.234 -0.474 0.370
C -1.078 0.316 -0.200
C 1.144 0.832 0.106
C 2.434 0.050 -0.042
H -3.017 -0.556 -0.392
H 2.604 -0.016 -1.129
H -2.664 0.013 1.249
H -1.918 -1.485 0.642
H -1.347 1.356 -0.405
H 3.286 0.600 0.366
H 2.367 -0.949 0.373
H -0.736 -0.128 -1.144
```



A molecular structure, C4H8O2, computed with ωB97M-V/def2-TZVPD.

HOMO level: -9.76 eV
Total charge: 0
Lowest unoccupied orbital energy: 0.88 eV

The geometry in XYZ format:
```
14
C4H8O2 | the OMol25 dataset | ωB97M-V/def2-TZVPD
O 0.005 -1.205 1.074
O -1.051 0.678 -1.497
C 1.363 0.754 0.230
C -0.816 -0.456 -0.722
C 0.592 -0.702 -0.119
C -1.187 -0.496 0.763
H 1.232 -1.503 -0.568
H -1.045 0.548 1.104
H -1.261 -1.293 -1.265
H -2.057 -1.042 1.138
H 2.168 0.504 0.930
H -0.659 1.433 -1.039
H 0.919 1.696 0.686
H 1.797 1.085 -0.714
```



Computed values of energy above the lowest of the compared OMol25 structures with the same formula, charge and spin (unit: kJ/mol) for the preceding records, in sequence: 178.21; 431.64; 250.58; 66.40; 408.32; 113.52; 332.67; 227.64; 342.72; 460.42; 733.06; 30.79; 121.84; 251.43; 410.59; 66.64; 529.28; 34.69; 75.25; 256.93.
Computed values of DFT total energy (unit: eV) for the preceding records, in sequence: -6323.3208; -6320.6943; -6322.5708; -6324.4797; -6320.9360; -6323.9914; -6321.7200; -6322.8085; -6321.6158; -6320.3960; -6317.5703; -6324.8487; -6323.9051; -6322.5620; -6320.9124; -6324.4772; -6319.6823; -8372.9222; -8372.5019; -8370.6189.
Computed values of max |F| (unit: eV/A) for the preceding records, in sequence: 8.44; 0.31; 1.28; 2.18; 0.37; 1.34; 0.66; 4.10; 0.59; 2.38; 3.92; 0.41; 1.13; 7.74; 0.33; 0.78; 0.30; 0.46; 1.38; 1.77.